(1)
Molecular formula: C6H16N
Method: DFT, ωB97M-V/def2-TZVPD

Output
LUMO level = -5.2651 eV
Charge = +1
Molar mass = 102.20 g/mol

Last column: Löwdin charge in e.
Geometry (Å):
C1 -0.399 -2.401 -0.498  -0.01
C2 -0.784 -1.065 0.090  -0.29
C3 -0.314 0.171 -0.360  0.16
C4 0.198 -0.598 1.308  -0.12
C5 -0.211 0.558 2.290  -0.21
C6 0.244 1.952 1.895  -0.09
N1 0.575 0.978 -3.731  0.00
H1 -0.273 -3.125 0.305  0.10
H2 -1.176 -2.758 -1.168  0.10
H3 0.567 -2.352 -1.005  0.10
H4 -1.786 -1.036 0.509  0.16
H5 0.675 0.255 -0.731  0.11
H6 -1.025 0.923 -0.702  0.15
H7 1.253 -0.727 1.155  0.14
H8 0.009 -1.448 1.958  0.16
H9 -1.274 0.393 2.481  0.12
H10 0.286 0.275 3.219  0.12
H11 1.269 1.832 1.532  0.09
H12 0.240 2.673 2.704  0.09
H13 -0.325 2.381 1.068  0.07
H14 0.155 1.620 -4.407  0.02
H15 1.499 1.393 -3.661  0.02
H16 0.596 0.107 -4.250  0.01

***

(2)
Molecular formula: C48H53BrCl3N5O7RbTe
Method: DFT, ωB97M-V/def2-TZVPD

Output
Multiplicity = 2
LUMO level (alpha / beta) = 3.4052 / 3.4045 eV
Charge = -2
Molar mass = 1211.31 g/mol

Last column: Löwdin charge in e.
Geometry (Å):
Rb1 18.226 12.075 11.355  0.71
C1 16.379 8.238 9.483  -0.03
N1 16.584 9.390 8.600  -0.12
C2 17.162 9.116 7.279  -0.04
C3 16.445 10.631 9.139  -0.46
O1 16.078 10.847 10.297  -0.17
C4 16.854 11.772 8.146  -0.10
O2 16.904 13.039 8.838  -0.19
C5 15.596 13.587 9.151  -0.09
C6 15.887 15.040 9.551  -0.39
O3 16.963 15.351 10.028  0.07
N2 14.822 15.899 9.395  -0.14
C7 13.574 15.604 8.688  -0.06
C8 14.934 17.193 10.068  -0.04
H1 17.313 7.694 9.634  0.06
H2 15.638 7.557 9.043  0.09
H3 16.019 8.594 10.446  0.05
H4 17.014 8.041 7.087  0.09
H5 18.231 9.347 7.234  0.08
H6 16.631 9.667 6.498  0.08
H7 16.122 11.807 7.310  0.13
H8 17.858 11.604 7.723  0.11
H9 15.176 13.006 9.991  0.11
H10 14.895 13.518 8.303  0.11
H11 12.966 14.858 9.238  0.10
H12 13.762 15.197 7.680  0.08
H13 13.001 16.531 8.602  0.08
H14 15.804 17.173 10.713  0.09
H15 14.031 17.415 10.634  0.08
H16 15.062 17.983 9.312  0.09
C9 19.935 17.843 10.130  -0.05
C10 20.730 16.630 10.533  -0.25
C11 22.099 16.701 10.936  -0.04
C12 22.758 15.556 11.350  -0.11
C13 22.010 14.321 11.299  -0.76
Br1 22.870 12.731 11.801  0.73
N3 20.746 14.257 10.960  0.05
C14 20.115 15.392 10.552  -0.10
H17 20.581 18.723 10.135  0.06
H18 19.099 18.035 10.806  0.08
H19 19.547 17.737 9.111  0.08
H20 22.611 17.672 10.928  0.10
H21 23.786 15.560 11.682  0.08
H22 19.077 15.289 10.259  0.09
Cl1 20.126 7.486 8.989  0.70
C15 20.893 8.866 8.397  -0.65
C16 22.072 8.755 7.661  -0.15
C17 22.702 9.883 7.113  -0.71
Cl2 24.126 9.687 6.237  0.66
C18 22.142 11.172 7.310  -0.18
C19 22.705 12.361 6.772  -0.04
C20 22.015 13.568 6.904  -0.06
C21 20.805 13.567 7.608  -0.15
N4 20.265 12.498 8.170  0.14
C22 20.912 11.324 8.057  -0.14
C23 20.270 10.161 8.706  -0.42
O4 19.281 10.296 9.454  -0.16
H23 22.511 7.774 7.504  0.09
H24 23.643 12.308 6.230  0.07
H25 22.380 14.504 6.493  0.09
H26 20.231 14.482 7.738  0.10
O5 18.619 15.866 12.972  -0.09
C24 17.990 14.866 13.300  -0.49
O6 19.419 12.558 14.386  -0.15
H27 18.968 13.405 14.175  -0.05
H28 18.918 12.134 15.103  0.01
Cl3 20.158 7.853 15.691  0.56
C25 20.069 8.293 14.114  -0.54
H29 19.197 7.998 13.529  0.01
H30 20.850 8.900 13.700  0.00
C26 8.651 8.047 11.038  -0.08
C27 9.926 8.752 11.428  -0.29
C28 10.343 8.876 12.766  -0.04
C29 11.524 9.543 13.133  -0.30
C30 11.909 9.595 14.605  -0.08
C31 12.303 10.148 12.127  -0.35
Te1 14.081 11.460 12.729  1.50
N5 15.910 12.911 13.193  -0.14
C32 15.948 13.770 14.081  -0.49
O7 16.854 14.951 13.965  -0.06
C33 15.185 13.947 15.336  -0.19
C34 15.876 14.088 16.549  -0.03
C35 15.154 14.026 17.745  -0.10
C36 13.755 13.905 17.736  -0.11
C37 13.086 13.807 16.502  -0.11
C38 13.783 13.844 15.306  -0.08
C39 15.015 9.652 13.406  -0.39
C40 14.807 8.513 12.599  -0.15
C41 15.310 7.285 13.009  -0.10
C42 16.013 7.169 14.218  -0.10
C43 16.221 8.300 15.022  -0.07
C44 15.722 9.560 14.628  -0.27
C45 15.874 10.761 15.556  -0.06
C46 11.953 9.982 10.779  -0.31
C47 12.822 10.519 9.652  -0.09
C48 10.769 9.308 10.452  -0.04
H31 8.054 7.838 11.930  0.06
H32 8.851 7.098 10.520  0.07
H33 8.069 8.678 10.353  0.07
H34 9.726 8.455 13.561  0.10
H35 11.029 9.291 15.189  0.06
H36 12.180 10.613 14.925  0.05
H37 12.737 8.926 14.865  0.07
H38 16.956 14.217 16.559  0.12
H39 15.702 14.087 18.682  0.09
H40 13.191 13.865 18.655  0.08
H41 11.998 13.676 16.483  0.09
H42 13.251 13.761 14.364  0.06
H43 14.353 8.620 11.621  0.08
H44 15.152 6.404 12.394  0.09
H45 16.414 6.204 14.509  0.09
H46 16.823 8.225 15.922  0.09
H47 16.346 10.413 16.480  0.07
H48 14.906 11.189 15.833  0.07
H49 16.499 11.555 15.133  0.05
H50 13.876 10.651 9.938  0.01
H51 12.438 11.493 9.318  0.07
H52 12.770 9.830 8.792  0.07
H53 10.497 9.222 9.407  0.10

***

(3)
Molecular formula: C5H11NO
Method: DFT, ωB97M-V/def2-TZVPD

Output
Structure (SMILES) = C=C/C(N)=C/C.O
LUMO level = 0.8410 eV
Molar mass = 101.15 g/mol

Last column: Löwdin charge in e.
Geometry (Å):
C1 1.734 2.411 -0.255  0.00
C2 1.309 1.343 -0.917  -0.15
C3 -0.015 0.733 -0.662  -0.38
N1 -1.011 1.666 -0.293  0.08
C4 -0.162 -0.595 -0.629  -0.13
C5 -1.388 -1.423 -0.399  -0.09
H1 1.235 2.792 0.629  0.06
H2 2.667 2.932 -0.446  0.05
H3 1.964 0.865 -1.637  0.10
H4 -1.227 2.304 -1.054  0.09
H5 -1.879 1.194 -0.063  0.07
H6 0.787 -1.130 -0.658  0.10
H7 -1.475 -2.136 -1.209  0.07
H8 -1.350 -1.853 0.603  0.05
H9 -2.288 -0.798 -0.376  0.06
O1 -0.080 -3.044 2.410  -0.05
H10 -0.182 -3.993 2.303  0.04
H11 0.848 -2.805 2.336  0.04

***

(4)
Molecular formula: C29H26Cl5IrN3O5
Method: DFT, ωB97M-V/def2-TZVPD

Output
Multiplicity = 2
LUMO level (alpha / beta) = -7.1043 / -8.4132 eV
Charge = +2
Molar mass = 866.03 g/mol

Last column: Löwdin charge in e.
Geometry (Å):
Ir1 -0.525 0.579 -0.715  1.46
N1 -0.716 2.615 0.247  0.00
C1 -1.552 3.780 -0.183  -0.15
C2 -2.980 3.300 -0.446  -0.07
C3 -2.712 2.189 -1.394  -0.59
O1 -2.520 2.452 -2.563  0.10
O2 -2.494 1.008 -0.805  -0.17
H1 -1.109 2.233 1.105  0.10
H2 0.230 2.929 0.446  0.12
H3 -1.127 4.211 -1.087  0.14
H4 -1.549 4.547 0.592  0.14
H5 -3.582 4.074 -0.913  0.14
H6 -3.455 2.948 0.470  0.13
Cl1 3.856 -5.762 -2.646  0.85
C4 2.912 -4.485 -2.114  -0.66
C5 1.927 -3.924 -2.970  -0.69
Cl2 1.739 -4.547 -4.543  0.78
C6 1.132 -2.906 -2.520  -0.56
Cl3 -0.122 -2.318 -3.505  0.86
C7 1.283 -2.326 -1.196  -0.37
O3 0.572 -1.377 -0.784  -0.12
C8 2.299 -2.945 -0.354  -0.55
Cl4 2.497 -2.369 1.233  0.88
C9 3.080 -3.981 -0.797  -0.70
Cl5 4.258 -4.676 0.216  0.78
C10 -4.982 0.184 3.567  -0.03
O4 -3.551 0.168 3.524  -0.09
C11 -2.939 -0.906 2.966  -0.22
C12 -3.575 -1.932 2.285  0.01
C13 -2.826 -2.979 1.764  -0.04
C14 -1.446 -3.009 1.918  -0.06
C15 -0.812 -1.982 2.593  -0.02
C16 -1.553 -0.943 3.118  -0.16
N2 -0.990 0.060 3.954  0.16
C17 0.228 0.508 4.075  0.05
C18 1.322 0.507 3.154  -0.14
C19 2.624 0.721 3.676  -0.01
C20 3.703 0.912 2.861  -0.06
C21 3.514 0.954 1.471  -0.05
C22 2.264 0.777 0.934  -0.08
C23 1.140 0.523 1.746  -0.38
O5 -0.070 0.428 1.253  -0.27
H7 -5.253 1.118 4.046  0.10
H8 -5.358 -0.653 4.155  0.11
H9 -5.405 0.153 2.563  0.10
H10 -4.649 -1.926 2.166  0.12
H11 -3.330 -3.786 1.250  0.12
H12 -0.871 -3.842 1.538  0.11
H13 0.254 -2.015 2.763  0.09
H14 -1.667 0.420 4.621  0.17
H15 0.410 1.028 5.012  0.16
H16 2.755 0.711 4.752  0.13
H17 4.687 1.059 3.283  0.12
H18 4.363 1.144 0.826  0.12
H19 2.099 0.817 -0.142  0.08
N3 -0.614 0.693 -2.805  -0.05
C24 0.608 0.973 -3.533  -0.30
C25 1.566 1.789 -2.949  -0.06
C26 2.739 2.080 -3.632  -0.06
C27 2.948 1.560 -4.899  -0.06
C28 1.987 0.741 -5.478  -0.05
C29 0.817 0.446 -4.796  -0.06
H20 -1.123 -0.094 -3.197  0.06
H21 -1.287 1.484 -2.875  0.05
H22 1.389 2.179 -1.952  0.08
H23 3.489 2.714 -3.178  0.11
H24 3.853 1.799 -5.440  0.12
H25 2.143 0.344 -6.472  0.12
H26 0.058 -0.174 -5.258  0.10

***

(5)
Molecular formula: C11H18NO3
Method: DFT, ωB97M-V/def2-TZVPD

Output
LUMO level = -5.2335 eV
Charge = +1
Molar mass = 212.27 g/mol

Last column: Löwdin charge in e.
Geometry (Å):
C1 5.037 -1.610 -1.489  -0.03
O1 4.331 -0.347 -1.492  -0.04
C2 2.973 -0.351 -1.482  -0.20
C3 2.340 0.920 -1.488  0.04
C4 0.970 1.008 -1.440  0.02
C5 0.176 -0.166 -1.336  -0.19
C6 -1.233 -0.012 -1.167  -0.02
O2 -2.015 -1.061 -1.196  -0.04
C7 -3.432 -0.926 -1.437  0.01
C8 0.804 -1.439 -1.418  0.04
C9 2.180 -1.531 -1.473  0.03
H1 6.083 -1.307 -1.488  0.10
H2 4.807 -2.197 -0.589  0.11
H3 4.808 -2.194 -2.392  0.11
H4 2.977 1.800 -1.533  0.14
H5 0.460 1.973 -1.463  0.14
H6 -1.703 0.986 -1.172  0.17
H7 -3.803 -1.948 -1.497  0.11
H8 -3.926 -0.393 -0.614  0.11
H9 -3.619 -0.397 -2.380  0.11
H10 0.192 -2.340 -1.427  0.14
H11 2.666 -2.510 -1.511  0.12
O3 -1.330 1.489 4.354  -0.07
C10 -2.472 1.639 3.526  -0.26
C11 -1.944 1.563 2.108  -0.30
N1 -1.149 0.381 1.954  0.02
H12 -1.526 1.871 5.223  0.10
H13 -3.151 0.790 3.693  0.12
H14 -2.963 2.609 3.673  0.12
H15 -2.777 1.612 1.391  0.10
H16 -1.267 2.411 1.931  0.12
H17 -1.382 -0.343 2.619  0.08
H18 -1.108 0.022 1.012  0.01

***

(6)
Molecular formula: C21H20O4S2
Method: DFT, ωB97M-V/def2-TZVPD

Output
Structure (SMILES) = CCCSc1cc(-c2ccccc2)c(-c2ccc(S(C)(=O)=O)cc2)c(=O)o1
LUMO level = -0.2207 eV
Molar mass = 400.52 g/mol

Last column: Löwdin charge in e.
Geometry (Å):
C1 1.399 -4.733 3.308  -0.12
C2 2.443 -4.554 2.180  -0.30
C3 3.570 -3.681 2.791  -0.47
S1 4.129 -2.553 1.459  0.93
C4 2.951 -1.156 1.216  -0.46
C5 2.866 -0.577 -0.024  -0.03
C6 1.689 0.271 -0.380  -0.10
C7 1.496 0.765 -1.739  -0.25
C8 0.769 0.002 -2.588  -0.04
C9 0.355 0.578 -3.813  -0.05
C10 0.723 1.898 -4.092  -0.08
C11 1.702 2.515 -3.320  -0.08
C12 2.057 1.979 -2.116  -0.02
C13 0.773 0.553 0.667  -0.01
C14 -0.616 1.026 0.389  -0.14
C15 -1.539 0.073 -0.150  -0.03
C16 -2.823 0.472 -0.350  -0.05
C17 -3.310 1.818 -0.059  -0.26
S2 -5.084 2.227 -0.199  0.70
C18 -4.934 3.361 -1.595  -0.14
O1 -5.575 2.973 0.959  -0.33
O2 -5.787 1.013 -0.683  -0.35
C19 -2.447 2.688 0.619  -0.05
C20 -1.112 2.283 0.909  0.02
C21 1.249 0.129 2.096  -0.39
O3 0.745 0.664 3.071  0.10
O4 2.166 -0.813 2.340  0.07
H1 0.771 -5.535 3.021  0.05
H2 1.676 -5.178 4.238  0.07
H3 0.826 -3.892 3.590  0.06
H4 3.017 -5.485 1.801  0.13
H5 1.917 -4.074 1.316  0.10
H6 3.190 -3.053 3.625  0.08
H7 4.314 -4.284 3.216  0.06
H8 3.643 -0.930 -0.715  0.12
H9 0.435 -1.024 -2.273  0.14
H10 -0.242 -0.062 -4.450  0.10
H11 0.333 2.397 -4.972  0.10
H12 2.003 3.410 -3.751  0.09
H13 2.880 2.451 -1.538  0.14
H14 -1.298 -1.013 -0.316  0.14
H15 -3.550 -0.270 -0.606  0.10
H16 -4.629 4.357 -1.200  0.08
H17 -5.837 3.363 -2.204  0.07
H18 -4.102 3.031 -2.187  0.05
H19 -2.772 3.659 1.037  0.12
H20 -0.430 2.914 1.472  0.12